(1)
69
Properties=species:S:1:pos:R:3:nbo_charge:R:1 method="wB97M-V/def2-TZVPD" energy_ev=-80565.030 multiplicity=4 charge=+2 e_above_lowest_kcal_mol=0.0
Re 0.661 -0.049 0.151 1.56
C -2.951 2.268 1.003 -0.20
C -2.896 2.418 2.380 -0.10
C -1.839 1.863 3.086 -0.21
C -0.864 1.164 2.401 0.26
N -0.926 1.032 1.056 -0.50
C -1.941 1.574 0.371 0.08
C 0.320 0.549 3.026 0.19
C 0.589 0.540 4.379 -0.19
C 1.785 -0.001 4.828 -0.08
C 2.690 -0.521 3.915 -0.21
C 2.362 -0.503 2.577 0.09
N 1.199 0.016 2.149 -0.50
H -3.756 2.692 0.420 0.26
H -3.663 2.974 2.901 0.26
H -1.772 1.987 4.157 0.25
H -1.924 1.443 -0.703 0.24
H -0.118 0.958 5.080 0.25
H 2.012 -0.007 5.886 0.26
H 3.638 -0.934 4.229 0.26
H 3.022 -0.901 1.817 0.24
O 2.104 -1.866 -2.958 -0.82
S 1.334 -1.831 -1.780 2.39
O 2.074 -1.369 -0.524 -0.91
O 0.194 -0.824 -1.742 -0.91
C 0.646 -3.397 -1.395 -0.39
C 1.100 -4.483 -2.124 -0.14
C 0.597 -5.744 -1.833 -0.16
C -0.351 -5.896 -0.834 -0.15
C -0.799 -4.797 -0.109 -0.19
C -0.300 -3.528 -0.369 -0.24
P -0.942 -2.109 0.580 0.98
C -2.658 -1.939 0.027 -0.40
C -2.919 -1.353 -1.215 -0.21
C -4.221 -1.270 -1.681 -0.18
C -5.271 -1.764 -0.916 -0.16
C -5.012 -2.355 0.312 -0.21
C -3.712 -2.447 0.785 -0.14
C -0.951 -2.594 2.320 -0.42
C -1.887 -2.041 3.196 -0.22
C -1.823 -2.323 4.552 -0.20
C -0.814 -3.137 5.048 -0.18
C 0.133 -3.672 4.184 -0.21
C 0.067 -3.405 2.824 -0.14
H 1.824 -4.338 -2.914 0.27
H 0.943 -6.601 -2.395 0.25
H -0.755 -6.876 -0.617 0.25
H -1.547 -4.935 0.661 0.24
H -2.113 -0.985 -1.837 0.23
H -4.414 -0.830 -2.650 0.24
H -6.286 -1.699 -1.284 0.24
H -5.823 -2.757 0.905 0.24
H -3.531 -2.937 1.736 0.22
H -2.692 -1.417 2.821 0.23
H -2.575 -1.921 5.219 0.24
H -0.774 -3.370 6.104 0.24
H 0.915 -4.315 4.565 0.24
H 0.804 -3.843 2.161 0.22
F 1.337 1.327 -2.676 -0.31
C 1.634 2.200 -1.708 0.41
C 1.446 1.844 -0.366 -0.55
C 1.804 2.844 0.543 0.39
F 1.639 2.643 1.867 -0.34
C 2.315 4.071 0.179 0.25
F 2.636 4.967 1.100 -0.27
C 2.488 4.364 -1.167 0.34
F 2.973 5.528 -1.532 -0.25
C 2.142 3.418 -2.118 0.26
F 2.305 3.679 -3.403 -0.26

(2)
15
Properties=species:S:1:pos:R:3:nbo_charge:R:1 method="wB97M-V/def2-TZVPD" energy_ev=-26980.354 e_above_lowest_kcal_mol=110.8
C 1.909 -1.328 0.037 -0.35
C -0.138 -0.953 -0.979 -0.04
C -0.198 1.409 -0.645 -0.60
C -0.797 -0.060 1.295 -0.57
C -0.920 0.114 -0.240 -0.37
S 2.860 -0.212 0.695 0.09
S -0.384 -1.665 -2.377 0.13
H 1.972 -2.406 0.366 0.19
H -0.735 1.890 -1.372 0.21
H -0.052 2.149 0.179 0.22
H 0.795 1.341 -1.128 0.23
H -0.498 -1.052 1.469 0.21
H -0.220 0.601 1.730 0.21
H -1.746 0.103 1.753 0.22
H -1.848 0.069 -0.782 0.24

(3)
8
Properties=species:S:1:pos:R:3:nbo_charge:R:1 method="wB97M-V/def2-TZVPD" energy_ev=-5115.052 smiles="N=C=CN" e_above_lowest_kcal_mol=90.1
C 0.517 0.464 -0.044 0.16
C -0.834 -0.196 0.027 -0.13
N 1.330 -0.524 0.026 -0.68
N -1.871 0.542 -0.021 -0.65
H -2.714 -0.034 0.037 0.34
H 2.343 -0.445 0.006 0.40
H 0.820 1.506 -0.131 0.20
H 0.409 -1.313 0.100 0.36

(4)
12
Properties=species:S:1:pos:R:3:nbo_charge:R:1 method="wB97M-V/def2-TZVPD" energy_ev=-19726.576 e_above_lowest_kcal_mol=123.8
C -1.527 -0.341 0.569 0.06
C 0.563 -0.917 -0.345 0.36
C -0.031 1.341 1.047 0.00
C 1.521 -0.963 -1.390 -0.74
N -0.679 -0.876 -0.207 -0.36
N -1.255 0.907 1.147 -0.58
Cl 0.375 2.912 1.728 -0.07
H -2.505 -0.740 0.924 0.19
H 2.575 -1.255 -1.168 0.23
H 1.234 -1.486 -2.310 0.25
H 1.641 -0.015 -1.724 0.26
H -1.912 1.432 1.728 0.40

(5)
43
Properties=species:S:1:pos:R:3:nbo_charge:R:1 method="wB97M-V/def2-TZVPD" energy_ev=-128508.707 smiles=C[C@@H](Br)C[Si@H](O[SiH3])P(O)Cl.c1ccncc1.c1ccncc1
C 0.808 -3.843 1.036 -0.64
C 0.449 -2.737 0.039 -0.21
Br 1.959 -2.367 -1.170 -0.03
C -0.808 -3.025 -0.772 -0.93
Si -2.355 -2.532 0.156 1.38
O -3.691 -3.014 -0.659 -1.26
Si -5.196 -3.575 -0.259 1.23
P -2.433 -0.240 0.233 0.70
O -1.334 0.092 1.417 -0.99
Cl -4.235 -0.247 1.292 -0.34
H 0.064 -4.640 1.011 0.21
H 0.856 -3.459 2.056 0.22
H 1.775 -4.290 0.816 0.24
H 0.359 -1.784 0.559 0.21
H -0.855 -4.086 -1.035 0.25
H -0.794 -2.466 -1.712 0.26
H -2.343 -3.068 1.545 -0.21
H -5.355 -3.554 1.210 -0.20
H -6.206 -2.715 -0.896 -0.19
H -5.322 -4.962 -0.750 -0.20
H -1.325 -0.509 2.174 0.50
N 1.180 3.597 -3.756 -0.42
C 2.423 3.129 -3.835 0.04
C 2.855 1.979 -3.190 -0.26
C 1.948 1.276 -2.416 -0.18
C 0.648 1.752 -2.326 -0.27
C 0.316 2.912 -3.011 0.03
H 3.112 3.703 -4.446 0.19
H 3.881 1.650 -3.292 0.22
H 2.228 0.377 -1.883 0.23
H -0.099 1.238 -1.735 0.21
H -0.692 3.308 -2.959 0.19
N 3.057 3.123 1.674 -0.42
C 2.038 2.512 1.072 0.03
C 0.802 2.307 1.671 -0.26
C 0.612 2.765 2.965 -0.18
C 1.663 3.404 3.603 -0.26
C 2.860 3.557 2.916 0.03
H 2.213 2.166 0.060 0.20
H 0.011 1.803 1.131 0.23
H -0.339 2.629 3.465 0.21
H 1.564 3.780 4.612 0.22
H 3.700 4.053 3.389 0.19

(6)
28
Properties=species:S:1:pos:R:3:nbo_charge:R:1 method="wB97M-V/def2-TZVPD" energy_ev=-48787.401 e_above_lowest_kcal_mol=107.2
C -2.117 2.076 -1.024 -0.61
C 0.110 1.141 -1.893 -0.62
C 0.543 -0.866 1.601 -0.61
C -1.786 -0.928 1.949 -0.66
C -0.813 1.443 -0.635 -0.03
C -0.747 -0.054 1.321 -0.04
N -1.146 0.120 -0.092 -0.91
Si 4.091 -1.229 -0.705 0.91
Si -1.886 -1.063 -1.132 1.01
Cl 4.064 0.375 0.480 -0.38
Cl -1.479 -2.909 -0.390 -0.47
H -2.611 2.230 -0.136 0.21
H -2.158 3.089 -1.372 0.21
H -2.644 1.461 -1.603 0.21
H 0.968 0.516 -1.731 0.21
H 0.533 2.056 -2.126 0.20
H -0.359 0.861 -2.792 0.21
H 0.265 -1.741 1.127 0.21
H 1.336 -0.388 1.047 0.20
H 0.586 -0.845 2.601 0.21
H -2.839 -0.525 1.958 0.22
H -1.661 -0.939 3.098 0.21
H -1.822 -1.999 1.680 0.24
H -0.137 1.926 -0.009 0.20
H -0.545 0.878 1.694 0.19
H 3.002 -2.084 -0.659 -0.19
H 4.042 -0.600 -2.011 -0.17
H 5.210 -2.001 -0.248 -0.17

(7)
24
Properties=species:S:1:pos:R:3:nbo_charge:R:1 method="wB97M-V/def2-TZVPD" energy_ev=-13522.881 smiles="CNC(C)=O.CNC(C)=O" e_above_lowest_kcal_mol=63.3
C -0.272 -0.519 2.635 -0.70
C 0.639 2.713 0.793 -0.45
C -0.369 0.698 1.714 0.67
O -1.281 0.867 0.876 -0.64
N 0.785 1.464 1.459 -0.63
H 0.425 -1.422 2.042 0.24
H 1.600 1.444 2.100 0.40
H -0.352 3.047 0.411 0.25
H 0.241 -0.496 3.604 0.23
H -1.132 -0.977 2.843 0.23
H 1.189 3.537 1.168 0.21
H 1.256 2.942 -0.217 0.19
C -1.388 -0.119 -2.812 -0.44
C 0.974 -1.931 -0.429 -0.71
C 0.041 -1.837 -1.689 0.69
O -0.227 -2.814 -2.387 -0.63
N -0.399 -0.555 -1.765 -0.64
H -0.447 -0.019 -0.882 0.42
H -1.601 -1.057 -3.437 0.24
H 1.782 -2.629 -0.657 0.23
H -2.306 0.267 -2.258 0.21
H -0.951 0.765 -3.377 0.20
H 1.367 -0.986 -0.156 0.21
H 0.427 -2.383 0.420 0.22

(8)
70
Properties=species:S:1:pos:R:3:nbo_charge:R:1 method="wB97M-V/def2-TZVPD" energy_ev=-64667.781 charge=+2
Pt 0.775 0.534 -1.453 0.48
C 0.632 -0.962 2.042 -1.11
Si 1.036 0.562 0.921 1.52
C 0.588 2.168 1.891 -1.11
C 3.029 0.564 0.880 -0.50
C 3.634 0.579 2.131 -0.14
C 5.015 0.551 2.201 -0.21
C 5.781 0.524 1.054 -0.17
C 5.177 0.524 -0.195 -0.23
C 3.799 0.543 -0.243 -0.38
Si 3.063 0.535 -2.168 1.41
C 4.020 2.050 -2.887 -1.10
C 3.819 -1.102 -2.845 -1.10
H 1.117 -0.838 3.006 0.29
H 0.994 -1.894 1.618 0.25
H -0.434 -1.059 2.226 0.26
H 1.027 2.136 2.885 0.28
H -0.486 2.273 2.009 0.25
H 0.958 3.064 1.400 0.25
H 3.038 0.609 3.028 0.21
H 5.487 0.550 3.173 0.24
H 6.860 0.507 1.107 0.24
H 5.779 0.515 -1.088 0.22
H 5.060 1.783 -3.052 0.28
H 4.008 2.907 -2.220 0.25
H 3.615 2.361 -3.843 0.25
H 4.895 -1.110 -2.692 0.28
H 3.641 -1.198 -3.911 0.25
H 3.409 -1.983 -2.358 0.26
C -4.475 0.071 5.669 -0.64
C -4.025 -0.558 4.408 -0.01
C -3.815 0.213 3.251 -0.19
C -3.457 -0.370 2.062 -0.29
C -3.296 -1.768 1.972 0.20
N -2.937 -2.305 0.754 -0.65
C -2.927 -3.654 0.409 0.79
O -3.293 -4.548 1.119 -0.56
N -2.511 -3.904 -0.895 -0.62
C -1.660 -3.226 -1.743 0.16
C -1.649 -3.536 -3.112 -0.14
C -0.789 -2.854 -3.948 -0.20
C 0.041 -1.873 -3.418 0.01
N 0.055 -1.601 -2.118 -0.46
C -0.747 -2.265 -1.294 -0.04
C -3.472 -2.544 3.131 -0.25
C -3.830 -1.946 4.316 -0.18
H -4.280 1.140 5.680 0.22
H -4.020 -0.398 6.539 0.23
H -5.554 -0.070 5.775 0.24
H -3.950 1.283 3.301 0.21
H -3.317 0.235 1.177 0.19
H -2.871 -1.644 -0.011 0.38
H -2.788 -4.829 -1.208 0.43
H -2.311 -4.292 -3.505 0.25
H -0.761 -3.074 -5.003 0.26
H 0.715 -1.313 -4.051 0.22
H -0.640 -2.051 -0.239 0.23
H -3.347 -3.613 3.082 0.25
H -3.969 -2.561 5.191 0.23
I -2.421 0.866 -1.902 0.25
C -1.404 2.646 -2.389 0.09
C -2.077 3.714 -2.947 -0.25
C -1.346 4.865 -3.207 -0.09
C 0.010 4.878 -2.901 -0.22
C 0.595 3.739 -2.384 0.06
N -0.102 2.631 -2.128 -0.54
H -3.131 3.650 -3.168 0.27
H -1.831 5.727 -3.639 0.26
H 0.602 5.762 -3.071 0.26
H 1.654 3.683 -2.167 0.23